No. 1
Density functional theory data (ωB97M-V/def2-TZVPD) for a structure of composition C11H23ClNO2P2Ru.

Geometry (Å):
Ru (0.147, 0.591, -0.879)
P (1.729, -0.597, 0.015)
C (2.193, -1.661, -1.371)
C (1.208, -1.610, -2.408)
N (0.045, -0.851, -2.228)
C (-1.159, -1.340, -2.583)
C (-1.205, -2.349, -3.574)
C (0.028, -2.763, -4.154)
C (1.240, -2.289, -3.657)
C (-2.418, -0.823, -1.787)
P (-2.011, 0.632, -0.731)
H (2.192, -2.651, -4.054)
H (-2.211, -2.745, -3.878)
H (-0.018, -3.520, -4.959)
H (-3.227, -0.541, -2.489)
H (-2.825, -1.639, -1.141)
H (2.889, 1.309, -2.559)
H (3.185, -1.506, -1.809)
H (1.389, 4.714, -2.228)
O (1.951, 1.719, -2.480)
H (1.397, 1.596, -3.285)
H (-0.085, 1.623, 0.350)
O (0.636, 5.171, -1.834)
H (0.605, 4.647, -0.901)
C (-2.559, 2.007, -1.752)
H (-3.295, 1.691, -2.492)
H (-2.996, 2.772, -1.114)
H (-1.691, 2.442, -2.254)
C (-3.072, 0.530, 0.718)
H (-2.702, 1.227, 1.483)
H (-4.122, 0.781, 0.490)
H (-3.029, -0.485, 1.140)
C (1.230, -2.075, 0.928)
H (2.070, -2.740, 0.655)
H (1.125, -1.861, 1.999)
H (0.317, -2.425, 0.419)
C (3.060, 0.327, 0.854)
H (2.772, 0.561, 1.897)
H (3.957, -0.314, 0.825)
H (3.282, 1.290, 0.353)
Cl (0.069, 2.518, 1.606)

Force components x, y, z for each atom (eV/Å):
Ru 3.27 1.82 -2.29
P 2.26 -2.44 1.05
C -0.02 3.42 -3.30
C 0.35 0.05 -0.94
N -0.12 -1.81 1.85
C -1.32 -0.36 -0.35
C -0.16 0.09 -0.03
C -1.71 0.04 -0.35
C 0.62 -1.07 0.95
C 0.75 -0.73 -0.97
P -4.92 -0.55 -0.13
H -0.31 -0.03 0.13
H 1.33 0.23 0.23
H 0.25 0.64 0.39
H 0.34 -0.23 0.32
H 0.47 0.31 -0.52
H -2.40 1.03 -0.44
H 0.34 -1.18 0.58
H 0.22 0.36 -0.36
O 0.45 -1.26 0.59
H 1.31 0.14 0.15
H -0.61 2.73 3.38
O -0.19 -2.70 3.47
H -0.02 2.26 -3.06
C 0.51 0.58 -0.11
H 0.05 -0.09 0.03
H 0.06 0.19 0.12
H -0.17 0.31 -0.26
C 0.19 -0.16 0.75
H -0.16 -0.09 -0.17
H 0.41 -0.07 -0.20
H -0.03 0.27 -0.09
C -0.31 0.57 0.57
H -0.48 -0.05 0.75
H -0.17 -0.50 -0.25
H 0.23 -0.22 0.55
C -0.12 0.40 -0.22
H 0.03 -0.32 -0.47
H -0.21 0.12 0.10
H -0.11 -0.52 0.10
Cl 0.12 -1.20 -1.54

Output
- gap between HOMO and LUMO (spin up / spin down) (hartree) = 0.1915 / 0.1708
- multiplicity = 5
- LUMO (spin up / spin down) (eV) = -13.5 / -14.0
- energy relative to the best compared isomer or geometry (same formula, charge and spin) (kcal/mol) = 125.3
- total charge = +3
- DFT total energy (hartree) = -1874.6488



No. 2
Density functional theory data (ωB97M-V/def2-TZVPD) for a structure of composition C11H23N2O5P2Rh.

Geometry (Å):
Rh (0.000, 0.000, 0.853)
P (2.044, -1.021, 1.118)
C (2.348, -1.485, -0.690)
C (1.049, -1.788, -1.426)
N (-0.081, -1.228, -0.917)
C (-1.259, -1.448, -1.558)
C (-1.348, -2.226, -2.715)
C (-0.178, -2.789, -3.234)
C (1.039, -2.568, -2.585)
C (-2.500, -0.839, -0.918)
P (-2.077, 0.663, 0.153)
H (1.955, -2.988, -2.974)
H (-2.298, -2.393, -3.200)
H (-0.215, -3.391, -4.130)
H (-3.231, -0.558, -1.677)
H (-2.959, -1.599, -0.286)
H (2.812, -0.660, -1.171)
H (3.038, -2.327, -0.745)
H (1.765, 3.817, -1.544)
O (2.605, 3.689, -2.142)
H (2.359, 4.024, -3.048)
H (-1.550, 4.866, 0.509)
O (-1.165, 5.670, 0.029)
H (-1.614, 6.470, 0.436)
C (-2.299, 2.054, -1.097)
H (-3.281, 1.999, -1.565)
H (-2.203, 3.021, -0.603)
H (-1.539, 1.981, -1.876)
C (-3.639, 0.828, 1.191)
H (-3.597, 1.741, 1.785)
H (-4.521, 0.867, 0.553)
H (-3.735, -0.024, 1.865)
C (2.112, -2.704, 1.956)
H (3.034, -3.223, 1.697)
H (2.071, -2.584, 3.039)
H (1.265, -3.312, 1.638)
C (3.699, -0.250, 1.574)
H (3.725, -0.019, 2.639)
H (4.515, -0.934, 1.342)
H (3.848, 0.671, 1.010)
O (0.003, -1.033, 4.819)
N (0.000, 0.000, 4.223)
O (0.002, 1.033, 4.819)
O (0.000, 0.000, 2.853)

Force components x, y, z for each atom (eV/Å):
Rh -0.14 0.85 1.80
P 4.49 -2.34 -0.86
C -1.21 -0.61 0.81
C 0.63 -0.23 0.06
N -0.28 -1.00 -1.14
C -0.63 0.07 -0.18
C 0.69 0.30 0.50
C 0.05 0.33 0.50
C -0.67 0.40 0.44
C 0.79 0.25 0.20
P -3.82 0.75 -2.52
H 0.06 0.02 0.08
H -0.07 0.06 0.06
H -0.01 -0.04 -0.05
H 0.00 0.03 0.04
H -0.11 -0.01 0.16
H 0.56 0.95 -0.41
H -0.02 -0.03 0.04
H 2.44 -0.01 -2.05
O -2.70 0.41 0.56
H 0.21 -0.39 1.53
H 0.71 2.11 -0.79
O -1.44 -0.63 1.50
H 0.74 -1.50 -0.64
C 0.56 -0.50 0.66
H -0.05 -0.18 0.17
H 0.04 -0.04 -0.04
H 0.04 0.01 0.05
C 1.02 -0.15 0.16
H 0.08 -0.03 -0.03
H 0.21 -0.02 -0.28
H 0.06 0.02 0.01
C -0.62 0.86 -0.12
H 0.09 0.26 -0.18
H -0.07 0.06 -0.02
H -0.03 0.02 0.02
C -0.98 0.15 -0.05
H -0.07 -0.02 -0.02
H -0.19 -0.22 -0.07
H -0.09 0.00 0.02
O 0.14 -1.78 -1.65
N -0.03 -0.30 3.61
O -0.12 1.71 -1.90
O -0.25 0.42 0.05

Output
- gap between HOMO and LUMO (spin up / spin down) (hartree) = 0.3061 / 0.1766
- multiplicity = 5
- LUMO (spin up / spin down) (eV) = -6.9 / -11.1
- energy relative to the best compared isomer or geometry (same formula, charge and spin) (kcal/mol) = 6.4
- total charge = +2
- DFT total energy (hartree) = -1711.0609



No. 3
Density functional theory data (ωB97M-V/def2-TZVPD) for the ion C11H23N4 with charge +1.

Geometry (Å):
C (1.674, -0.255, -0.982)
C (1.703, -0.845, 0.200)
C (0.441, -1.329, 0.693)
C (0.486, 0.060, -1.790)
C (-1.083, 0.353, 0.165)
C (-0.505, 0.971, -1.110)
C (0.055, -1.247, -2.445)
C (3.115, -0.171, 2.243)
C (-3.187, -0.485, 1.375)
C (3.058, -1.017, 0.955)
C (-2.462, -0.377, -0.003)
N (0.005, -2.277, 1.289)
N (-1.002, 1.439, 1.233)
N (-1.569, 1.436, -1.925)
N (0.305, 2.199, -0.639)
H (2.663, -0.036, -1.388)
H (1.017, 0.721, -2.587)
H (-0.762, -1.209, -3.200)
H (-0.237, -2.031, -1.706)
H (1.018, -1.666, -2.812)
H (4.144, 0.235, 2.193)
H (3.009, -0.840, 3.090)
H (2.333, 0.594, 2.239)
H (-4.272, -0.178, 1.238)
H (-2.623, -0.152, 2.190)
H (-3.352, -1.556, 1.394)
H (3.276, -2.059, 1.296)
H (3.753, -0.821, 0.199)
H (-3.105, 0.094, -0.756)
H (-2.223, -1.412, -0.367)
H (-0.951, -2.522, 1.473)
H (-0.831, 1.211, 2.165)
H (-0.209, 2.043, 0.673)
H (-1.953, 2.236, -1.456)
H (-1.114, 1.832, -2.806)
H (1.259, 1.984, -0.630)
H (-1.925, 1.944, 1.251)
H (0.052, 3.131, -0.951)

Force components x, y, z for each atom (eV/Å):
C 1.47 0.41 0.44
C 0.75 -1.46 1.64
C 1.80 0.34 -0.16
C 1.11 0.90 -2.72
C -3.65 2.32 -0.22
C 1.16 1.14 1.21
C -0.25 -1.18 0.06
C 1.04 -0.13 -1.21
C -2.32 -1.67 -3.30
C -2.48 -1.35 1.02
C 1.75 0.04 1.15
N 0.32 -1.89 0.66
N -2.26 -0.03 -2.38
N 0.94 0.48 -2.61
N -1.35 -0.60 0.50
H -0.29 0.11 -0.25
H -1.55 -0.89 0.62
H 0.83 0.23 0.28
H -0.01 0.81 -0.21
H -0.87 0.17 -0.51
H -0.71 0.33 0.79
H -0.05 0.28 0.25
H 0.41 0.12 0.19
H 1.49 0.52 0.78
H 0.25 0.55 1.32
H 0.13 -0.32 1.09
H -0.63 0.50 -0.70
H 1.46 0.78 -0.73
H 0.46 0.03 0.08
H -0.20 0.98 0.05
H -0.65 0.23 0.29
H 0.69 -1.07 1.85
H -0.06 0.31 0.10
H -0.71 0.38 0.05
H -1.01 -0.74 1.25
H 1.77 0.21 -0.17
H 1.05 -0.36 0.00
H 0.17 -0.44 -0.55

Output
- gap between HOMO and LUMO (spin up / spin down) (hartree) = 0.2272 / 0.2945
- multiplicity = 3
- LUMO (spin up / spin down) (eV) = -2.8 / -4.8
- total charge = +1
- DFT total energy (hartree) = -651.4765



No. 4
Density functional theory data (ωB97M-V/def2-TZVPD) for a cluster of 4 separate species, C11H24BFN2O5P in total.

Geometry (Å):
N (-0.389, 3.063, 2.458)
P (-0.017, 1.550, 1.933)
B (-1.581, 0.409, 1.905)
C (-2.903, 1.040, 1.158)
O (-2.900, 1.974, 0.193)
N (-4.296, 0.500, 1.543)
C (-5.086, 1.628, 2.173)
O (-5.184, 1.766, 3.516)
F (-5.768, 2.702, 1.359)
H (-0.083, 3.730, 1.708)
H (0.663, 1.563, 0.647)
H (0.886, 0.976, 2.903)
H (-1.838, 0.195, 3.056)
H (-1.257, -0.660, 1.471)
H (-4.196, -0.327, 2.171)
C (0.781, -2.993, -1.218)
C (-0.276, -3.066, -0.149)
O (-0.895, -2.065, 0.207)
C (-0.547, -4.412, 0.469)
H (0.868, -1.961, -1.572)
H (1.745, -3.306, -0.809)
H (0.501, -3.630, -2.061)
H (0.358, -4.788, 0.953)
H (-0.886, -5.112, -0.299)
H (-1.333, -4.313, 1.225)
C (4.863, 0.971, 0.971)
C (3.689, 0.029, 0.953)
O (2.597, 0.379, 0.507)
C (3.901, -1.356, 1.501)
H (4.563, 1.934, 0.545)
H (5.194, 1.132, 2.000)
H (5.678, 0.560, 0.369)
H (4.190, -1.299, 2.554)
H (4.673, -1.870, 0.922)
H (2.968, -1.925, 1.423)
C (-0.019, 2.492, -4.245)
C (-0.500, 1.213, -3.613)
O (0.241, 0.238, -3.502)
C (-1.922, 1.174, -3.122)
H (1.025, 2.375, -4.552)
H (-0.620, 2.718, -5.130)
H (-0.082, 3.310, -3.523)
H (-2.608, 1.341, -3.956)
H (-2.070, 1.933, -2.350)
H (-2.129, 0.189, -2.690)

Force components x, y, z for each atom (eV/Å):
N 1.06 -0.13 -1.49
P -1.37 2.09 0.21
B -0.38 -0.32 0.04
C 0.11 4.19 -5.07
O -0.40 -5.09 5.35
N -0.54 3.37 0.43
C -0.04 0.50 6.74
O 0.11 -0.84 -9.30
F 2.42 -3.79 1.95
H -0.36 -0.65 1.02
H -0.28 -0.23 1.01
H 0.00 -0.31 -0.76
H -0.19 0.18 0.48
H -0.34 0.42 0.04
H -0.25 1.56 -0.02
C 0.01 0.54 -0.09
C -0.87 1.67 0.45
O 0.92 -2.25 -1.15
C -0.37 0.06 0.37
H -0.06 -0.20 0.08
H -0.02 -0.19 -0.12
H 0.16 -0.11 0.08
H -0.02 -0.14 -0.17
H 0.21 -0.08 0.04
H 0.18 0.02 -0.17
C -0.18 0.41 -0.18
C -1.78 0.58 -0.72
O 1.96 -0.72 0.50
C -0.44 -0.22 -0.04
H 0.02 -0.24 0.11
H 0.15 -0.11 -0.09
H 0.08 -0.03 0.20
H 0.17 -0.07 -0.10
H 0.12 0.04 0.18
H 0.17 0.18 0.02
C 0.52 -0.08 -0.10
C 0.64 -1.39 0.31
O -0.74 1.17 -0.27
C 0.14 -0.41 0.12
H -0.21 0.00 0.08
H -0.08 0.15 0.16
H -0.18 0.01 -0.14
H -0.01 0.21 0.07
H -0.15 0.00 -0.05
H 0.08 0.27 -0.03

Output
- gap between HOMO and LUMO (hartree) = 0.2132
- LUMO (eV) = 2.5
- total charge = -1
- DFT total energy (hartree) = -1385.2310



No. 5
Density functional theory data (ωB97M-V/def2-TZVPD) for a structure of composition C11H24BeF6N2O11P.

Geometry (Å):
Be (0.563, 0.779, 0.524)
C (2.082, 3.439, 0.773)
O (2.034, 2.658, 1.782)
O (1.432, 3.151, -0.261)
O (3.071, 4.223, 0.717)
P (0.484, 1.060, -3.634)
F (0.003, 0.684, -5.124)
F (1.097, -0.475, -3.829)
F (1.923, 1.456, -4.288)
F (1.084, 1.155, -2.133)
F (-0.178, 2.505, -3.780)
F (-0.880, 0.361, -3.158)
O (0.030, -1.227, 4.735)
C (0.649, -0.577, 3.740)
O (1.579, 0.192, 3.991)
O (0.219, -0.708, 2.637)
H (-0.609, -1.666, 4.169)
O (4.846, -1.189, 0.088)
C (4.124, -0.230, 0.640)
O (2.990, 0.004, 0.257)
O (4.759, 0.384, 1.543)
H (5.441, -1.197, 0.841)
C (-3.398, 2.726, -1.247)
C (-2.014, 2.416, -0.559)
C (-1.929, 2.957, 0.896)
O (-1.109, 2.072, 1.721)
C (-1.195, 2.332, 3.122)
N (-1.759, 0.949, -0.521)
H (-3.392, 2.296, -2.249)
H (-3.447, 3.791, -1.474)
H (-4.300, 2.424, -0.714)
H (-1.264, 2.935, -1.156)
H (-2.946, 2.981, 1.288)
H (-1.581, 3.990, 0.882)
H (-1.960, 1.726, 3.607)
H (-1.389, 3.384, 3.330)
H (-0.259, 2.112, 3.637)
H (-2.436, 0.320, -0.114)
H (-1.540, 0.628, -1.454)
C (-0.120, -3.180, -2.221)
C (0.059, -2.478, -0.852)
C (0.724, -3.424, 0.168)
O (-0.039, -4.685, 0.245)
C (-1.205, -4.627, 1.183)
N (0.835, -1.289, -1.100)
H (0.790, -3.411, -2.774)
H (-0.707, -2.501, -2.840)
H (-0.585, -4.166, -2.245)
H (-0.871, -2.213, -0.349)
H (0.842, -2.833, 1.076)
H (1.692, -3.618, -0.292)
H (-1.628, -3.626, 1.096)
H (-0.845, -4.778, 2.200)
H (-1.982, -5.287, 0.795)
H (0.453, -1.070, -2.010)
H (1.763, -1.632, -1.304)

Force components x, y, z for each atom (eV/Å):
Be 1.17 -0.06 0.26
C 2.06 -2.76 -0.51
O -0.89 0.75 0.28
O -1.91 -0.19 -0.28
O -0.51 0.97 0.60
P 3.14 -2.75 -3.24
F -1.51 1.55 -1.98
F 0.45 -1.36 2.22
F -0.40 1.83 0.80
F -1.18 0.77 -1.04
F 0.42 -0.13 1.12
F -1.12 0.37 1.50
O -0.96 -1.22 0.81
C 4.89 4.25 3.04
O 0.21 -0.15 1.61
O -3.81 -1.55 -7.14
H -0.75 -0.69 0.48
O 0.53 -2.61 -1.38
C 0.26 3.75 2.95
O -3.09 -0.16 -1.52
O -0.10 -0.33 0.03
H 1.30 -0.49 -0.10
C 1.23 0.45 -0.14
C -1.43 -0.76 0.64
C -0.01 -0.99 -0.01
O -0.24 0.75 -0.84
C 0.35 0.24 0.36
N 2.18 0.61 -0.20
H 0.00 -0.41 0.09
H -0.17 0.27 0.36
H 0.19 -0.15 0.22
H 0.33 -0.62 -0.04
H -0.17 -0.19 0.40
H 0.46 -0.05 0.19
H -0.29 -0.11 -0.25
H -0.16 0.17 -0.22
H 0.29 -0.28 -0.53
H -0.26 0.51 0.32
H -0.01 -0.12 -0.20
C -0.84 -0.29 -0.03
C -0.15 -2.26 0.36
C -0.76 0.15 -1.27
O -0.51 0.92 1.38
C 1.78 1.16 -1.80
N -1.00 0.35 0.91
H 0.57 0.67 0.36
H -0.03 -0.11 -0.30
H -0.55 0.10 0.61
H -0.54 0.19 -0.61
H -0.01 -0.57 0.53
H 0.21 -0.65 0.51
H -0.05 0.15 0.31
H -0.31 -0.35 -0.02
H 0.37 -0.46 0.34
H 0.55 1.08 -0.19
H 0.76 0.78 0.25

Output
- gap between HOMO and LUMO (spin up / spin down) (hartree) = 0.2273 / 0.2272
- multiplicity = 2
- LUMO (spin up / spin down) (eV) = 4.0 / 4.0
- total charge = -2
- DFT total energy (hartree) = -2326.1566



No. 6
Density functional theory data (ωB97M-V/def2-TZVPD) for a structure of composition C11H24BrCuN3OTa.

Geometry (Å):
N (-1.850, -0.644, 1.536)
C (-3.037, -0.981, 1.626)
O (-4.195, -1.061, 1.800)
Cu (-0.175, 3.036, 2.250)
Ta (-0.009, -0.057, 1.568)
N (0.209, 1.787, 0.765)
N (0.771, -1.440, 0.450)
C (-0.410, 2.439, -0.455)
C (0.142, -2.432, -0.464)
C (-0.261, 3.971, -0.314)
C (0.267, 2.002, -1.748)
C (-1.882, 2.076, -0.463)
C (-0.474, -3.505, 0.412)
C (1.183, -3.045, -1.396)
C (-0.923, -1.739, -1.291)
H (-0.706, 4.315, 0.635)
H (-0.809, 4.457, -1.128)
H (0.790, 4.258, -0.374)
H (1.303, 2.358, -1.815)
H (-0.276, 2.463, -2.589)
H (0.228, 0.917, -1.897)
H (-2.021, 1.003, -0.652)
H (-2.370, 2.614, -1.293)
H (-2.385, 2.372, 0.474)
H (0.299, -4.001, 1.015)
H (-0.973, -4.259, -0.220)
H (-1.218, -3.078, 1.099)
H (1.875, -3.697, -0.853)
H (1.728, -2.262, -1.935)
H (0.667, -3.670, -2.140)
H (-1.352, -2.478, -1.984)
H (-0.491, -0.926, -1.897)
H (-1.753, -1.373, -0.674)
C (1.690, 2.049, 0.883)
H (2.165, 1.217, 1.423)
H (2.133, 2.134, -0.115)
H (1.892, 2.986, 1.436)
C (2.101, -1.856, 1.002)
H (2.299, -1.296, 1.928)
H (2.093, -2.937, 1.221)
H (2.908, -1.647, 0.282)
Br (0.829, -0.072, 3.893)

Force components x, y, z for each atom (eV/Å):
N 0.20 0.04 0.22
C -2.40 1.49 1.14
O 3.12 -0.55 -0.82
Cu -0.51 0.18 0.52
Ta -0.55 -2.14 -0.29
N 0.47 0.14 -0.40
N 0.26 0.99 1.38
C -0.21 0.55 -0.06
C -0.22 -0.14 -0.40
C 0.10 -0.68 -0.20
C -0.03 0.02 -0.34
C -0.39 0.07 -0.33
C -0.29 -0.56 0.21
C 0.05 -0.06 -0.17
C -0.37 -0.08 -0.55
H -0.09 0.26 0.00
H 0.14 0.05 0.25
H -0.10 0.21 0.06
H -0.26 -0.17 -0.12
H 0.21 -0.16 0.29
H 0.12 0.28 0.11
H -0.06 0.23 0.11
H 0.10 -0.25 0.39
H 0.12 -0.16 -0.28
H -0.30 -0.04 -0.18
H 0.25 0.25 0.33
H 0.16 -0.21 -0.23
H -0.02 0.18 -0.22
H 0.02 -0.20 0.06
H 0.17 0.21 0.26
H 0.12 0.33 0.18
H -0.24 -0.31 0.21
H 0.30 -0.01 -0.34
C -0.07 0.06 -0.34
H 0.31 0.18 0.05
H 0.03 -0.18 0.40
H 0.26 -0.43 -0.14
C 0.10 0.15 -0.40
H 0.24 -0.27 -0.13
H -0.03 0.57 0.16
H -0.35 -0.03 0.25
Br -0.37 0.24 -0.64

Output
- gap between HOMO and LUMO (hartree) = 0.2968
- LUMO (eV) = -8.3
- total charge = +2
- DFT total energy (hartree) = -4944.0197